1.
Computed, not measured: a 3-piece molecular cluster, C24H35N3O7 overall, with ωB97M-V/def2-TZVPD.

SMILES string: COCCCCCOC(=O)NCCC(C)C.O=[N+]([O-])c1ccccc1.O=[N+]([O-])c1ccccc1
Charge: 0
Spin multiplicity: 1
E_HOMO: -9.16 eV
Gap between HOMO and LUMO: 8.70 eV

```
69
Properties=species:S:1:pos:R:3:forces:R:3
O 0.112 3.990 -1.374 -0.64 -0.11 -0.25
C 7.307 -2.333 2.971 -0.01 -0.01 0.00
H -5.827 0.641 -1.821 -0.04 -0.04 -0.06
O -6.997 -2.066 -0.862 -0.11 -0.06 0.04
C -8.261 -2.095 2.447 -0.03 0.03 0.07
C 0.614 3.466 -2.620 0.44 0.03 0.11
C -3.670 0.822 -2.071 -0.33 -0.07 -0.16
H 6.269 -0.860 4.125 0.02 0.01 -0.05
H 6.318 -4.861 5.663 0.00 0.00 0.00
H 2.611 1.929 -3.373 0.09 0.01 -0.12
H -0.070 3.805 -3.400 -0.06 0.05 0.06
N 7.676 -1.360 1.926 0.00 0.02 -0.04
H -7.483 -5.853 1.965 0.00 0.00 0.00
C 6.209 -2.818 5.023 0.01 -0.03 -0.01
H 5.716 2.389 -0.784 -0.03 -0.07 0.04
H -7.010 -4.243 0.135 -0.01 0.05 -0.02
H -3.825 2.425 -3.565 -0.15 -0.03 -0.01
C -7.433 -3.911 1.071 0.02 -0.08 -0.01
H -3.162 4.006 -1.387 0.03 0.01 -0.10
C -4.950 -0.003 -1.903 0.27 0.09 0.12
O 7.327 -0.207 2.079 0.06 -0.03 0.09
C 3.083 2.827 -2.962 0.03 -0.11 0.11
C 7.711 -3.647 2.828 0.02 -0.07 0.00
C 6.563 -1.896 4.051 -0.04 0.02 0.06
H 5.673 2.553 -2.543 0.06 0.04 0.06
H 6.137 0.329 0.033 0.07 0.05 -0.01
H -1.833 4.120 0.349 0.07 0.00 0.01
C 3.724 2.486 -1.609 -0.07 0.08 -0.03
C 6.297 0.084 -1.019 -0.02 -0.06 -0.20
O 5.299 0.661 -1.835 -0.14 -0.06 -0.02
H -3.386 1.478 -0.044 -0.08 0.00 0.03
H 3.869 3.104 -3.669 0.01 0.07 0.03
H 7.300 0.402 -1.323 0.02 0.04 0.10
H 2.315 4.670 -2.127 -0.04 0.03 0.00
C -7.701 -4.802 2.098 -0.01 0.02 0.02
H 5.624 -2.499 5.875 0.00 0.00 0.00
H 3.652 3.357 -0.951 0.02 0.03 -0.04
H -2.839 0.135 -1.885 0.13 0.13 -0.09
N -1.696 3.225 -0.103 -0.05 0.01 0.17
H -8.950 -2.645 4.395 0.00 0.00 0.00
O 8.301 -1.770 0.968 -0.02 0.02 0.03
C 7.351 -4.557 3.809 -0.02 0.02 0.02
O 0.381 2.227 -0.020 0.13 -0.36 -0.02
H 0.583 2.375 -2.594 0.01 0.01 0.10
H 3.170 1.683 -1.121 0.00 0.07 0.12
C -3.640 1.928 -1.005 0.21 -0.19 0.08
C -7.722 -2.574 1.267 0.00 -0.01 0.00
H 8.292 -3.946 1.969 -0.01 0.05 -0.02
N -7.448 -1.621 0.174 0.03 0.04 -0.01
H -2.061 2.892 -2.153 0.00 -0.02 0.01
C 2.039 3.949 -2.899 0.04 -0.10 -0.22
H 7.656 -5.591 3.718 0.00 0.00 0.00
O -7.689 -0.448 0.376 -0.01 -0.03 -0.02
C -3.555 1.367 -3.508 0.11 0.16 0.09
C -8.526 -2.998 3.465 0.01 -0.03 -0.01
H -8.459 -5.047 4.088 0.01 0.00 0.00
H 6.234 -0.996 -1.145 -0.01 0.00 -0.01
C 5.187 2.066 -1.687 0.02 -0.05 0.01
H 2.052 4.492 -3.846 -0.07 0.00 -0.01
H -4.206 0.826 -4.194 0.05 -0.04 -0.01
C -8.248 -4.347 3.291 0.00 0.01 -0.01
C -0.335 3.068 -0.466 0.11 0.30 -0.02
C -2.632 3.064 -1.239 -0.02 0.14 0.13
H -5.098 -0.683 -2.742 0.00 -0.06 0.04
H -8.468 -1.042 2.560 0.01 0.01 -0.05
H -4.892 -0.603 -0.994 -0.10 0.03 0.02
C 6.600 -4.145 4.902 0.00 0.01 -0.01
H -4.650 2.331 -0.895 0.02 0.09 -0.09
H -2.534 1.294 -3.887 -0.01 -0.02 -0.03
```
Forces are in eV/Å.

2.
Computed, not measured: C24H35N6SW as an isolated structure in a non-equilibrium geometry, with ωB97M-V/def2-TZVPD.

Charge: +1
Spin multiplicity: 1
Energy relative to the best compared isomer or geometry (same formula, charge and spin): 97.0 kJ/mol
E_HOMO (spin up / spin down): -9.55 / -9.52 eV
Gap between HOMO and LUMO (spin up / spin down): 6.52 / 6.56 eV

```
67
Properties=species:S:1:pos:R:3:forces:R:3
N 3.632 2.206 0.307 0.58 0.35 0.09
H -1.895 -3.610 3.832 0.04 -0.02 -0.17
W -0.041 -0.507 0.224 -0.14 -2.79 0.49
H 0.871 -3.973 -3.372 0.03 -0.06 0.01
C 2.583 1.394 0.222 0.07 -0.10 -0.01
H 2.617 -2.825 -1.750 -0.01 0.01 -0.04
H 0.727 -5.869 -2.558 0.01 0.05 0.06
C -1.138 1.267 4.705 -0.02 0.01 -0.01
C 0.534 0.402 3.204 -0.20 0.04 0.02
C -2.110 1.039 3.745 -0.04 0.06 0.01
N 3.334 3.542 0.152 0.25 -0.37 0.05
C -1.761 0.484 2.514 0.14 0.02 0.10
H 1.578 -1.420 -1.932 -0.04 0.18 0.08
H -2.274 0.603 -1.727 0.04 -0.05 -0.07
H 2.317 -2.137 -3.353 -0.03 0.01 0.01
H -0.339 -1.987 -4.014 -0.02 -0.02 0.05
C 0.188 0.939 4.437 0.03 0.00 -0.03
C 0.634 -3.275 -2.569 -0.10 0.33 0.26
H -0.818 -1.675 -2.347 -0.09 0.21 0.21
H 0.476 4.863 0.544 0.02 0.00 -0.02
H -4.119 -1.403 -0.138 -0.03 0.03 -0.01
C -0.429 0.161 2.206 -0.19 -0.15 -0.04
N 1.569 2.264 -0.010 -0.43 0.45 -0.04
H -2.703 -2.352 0.386 -0.01 0.05 -0.01
N -2.358 -0.274 0.196 0.34 0.42 0.04
N -0.057 -2.300 0.211 0.23 1.55 -0.25
H 1.569 0.138 3.028 0.04 -0.02 -0.05
C 0.364 -4.150 -1.346 0.00 0.29 0.11
H -0.089 2.171 -1.079 -0.12 0.05 -0.27
H -3.381 -0.754 1.979 -0.03 -0.08 -0.04
H 1.848 5.657 -0.244 0.01 -0.06 0.00
H -3.820 0.828 -0.899 -0.06 0.03 0.06
C -2.736 0.792 -0.762 -0.08 -0.06 0.10
H 0.519 -7.490 -0.727 -0.03 0.06 0.01
H -3.594 0.903 1.468 -0.08 0.01 -0.02
C 0.794 -3.450 3.111 -0.19 -0.19 0.05
C 0.067 -3.683 -0.033 0.10 -0.14 0.06
C 0.508 -5.515 -1.557 -0.03 -0.03 -0.13
C 0.118 -5.981 0.741 -0.11 -0.03 0.12
C 1.218 4.770 -0.252 0.01 -0.08 0.00
C -0.054 -4.631 1.027 -0.11 0.33 0.07
H -2.505 -4.353 2.339 0.11 0.12 0.04
H 0.952 1.092 5.193 -0.08 0.00 -0.06
H 1.752 -3.974 3.064 -0.07 0.03 -0.01
H 0.027 -6.698 1.552 0.03 0.09 -0.08
S 2.477 -0.268 0.378 -0.24 0.10 -0.01
C 1.860 -2.364 -2.387 -0.10 -0.30 -0.18
H -2.422 1.768 -0.385 0.01 -0.03 0.02
C 2.067 3.571 -0.042 -0.41 -0.17 -0.04
C 0.388 -6.432 -0.533 0.02 -0.16 -0.04
H -3.151 1.275 3.959 0.13 -0.03 0.00
C -0.328 -4.306 2.498 0.09 0.40 -0.16
C -2.856 0.103 1.558 0.00 -0.10 0.02
H -0.315 -5.269 3.010 0.03 -0.03 0.02
H -1.800 -2.724 2.315 -0.03 0.42 -0.16
H 0.698 4.722 -1.212 0.02 0.01 0.03
H 0.572 -3.230 4.159 0.03 -0.03 -0.07
H 0.891 -2.507 2.582 0.01 0.15 -0.04
C -1.721 -3.707 2.753 0.18 -0.42 0.12
C -3.036 -1.523 -0.232 0.11 0.00 -0.05
H -1.454 -3.092 -3.193 0.05 0.04 0.01
C -0.572 -2.460 -3.057 0.16 -0.31 -0.16
H 4.581 1.926 0.488 0.08 0.00 0.01
H -1.414 1.687 5.667 0.04 -0.04 -0.10
H -2.793 -1.738 -1.269 0.07 0.00 -0.03
H -0.322 2.231 0.560 -0.09 0.01 0.12
N 0.252 1.841 -0.185 0.12 -0.05 -0.03
```
Forces are in eV/Å.

3.
Computed, not measured: a 6-piece molecular cluster, C24H35NO15 overall in a non-equilibrium geometry, with ωB97M-V/def2-TZVPD.

SMILES string: C[C@H]1COC(=O)O1.C[C@H]1COC(=O)O1.C[C@H]1COC(=O)O1.C[C@H]1COC(=O)O1.C[C@H]1COC(=O)O1.c1cc[nH]c1
Charge: 0
Spin multiplicity: 1
Energy relative to the best compared isomer or geometry (same formula, charge and spin): 448.6 kJ/mol
E_HOMO: -8.34 eV
Gap between HOMO and LUMO: 8.53 eV

```
75
Properties=species:S:1:pos:R:3:forces:R:3
H -4.383 -1.178 4.333 -0.33 -0.46 -0.15
C -5.894 7.018 -2.873 -1.03 1.71 0.40
H 6.539 -10.080 -0.202 -0.18 -0.53 0.71
H 2.922 -8.964 -0.197 0.01 -0.11 0.55
H 4.961 3.532 0.200 0.12 0.32 0.17
O 6.470 2.738 3.342 2.30 -2.17 2.06
O -4.804 6.538 -2.086 0.14 0.14 -0.28
C 5.326 2.469 2.694 -1.73 -0.29 -2.88
C 4.371 4.084 0.932 -1.43 0.49 1.26
H -4.822 8.531 -3.900 0.55 0.08 0.19
O 5.833 4.690 2.818 -1.60 2.94 -1.89
C 1.030 -0.108 1.955 -1.45 -0.19 -3.63
H -6.347 9.141 -3.688 -0.76 -0.51 0.39
H 0.278 -0.950 -1.114 0.38 -0.27 0.18
O 3.582 -11.263 -0.460 0.01 -0.65 0.13
C 0.376 0.116 0.690 0.75 -0.47 1.64
C 0.852 1.784 -4.871 2.12 0.99 1.41
O 3.816 -13.240 0.491 2.12 1.60 -2.42
C -0.816 0.683 -5.862 -2.69 -1.73 -0.36
H 4.034 3.911 3.191 -0.83 1.09 -0.69
O -5.196 4.922 -3.553 1.40 0.23 0.39
H -2.412 -0.613 -4.605 -0.51 1.38 -0.08
H 0.958 0.480 2.858 0.06 0.05 -0.24
C -3.921 0.100 5.971 -1.70 -3.11 1.48
C -4.767 -1.050 5.345 2.26 -1.17 -1.32
H -2.102 2.096 -4.953 0.01 0.45 0.00
N 0.678 -0.922 -0.187 0.26 1.00 1.51
C 4.009 -9.023 -0.144 -0.01 0.22 0.21
H -0.551 0.499 -6.903 0.32 0.02 -0.04
H -3.506 -1.081 7.943 -0.57 0.10 -0.54
O -0.134 2.682 -5.038 0.94 2.15 -0.27
C -5.979 6.032 -4.065 0.09 -0.85 1.06
H -1.534 2.530 -6.608 0.12 0.53 0.29
C 4.323 -12.314 -0.150 -1.16 -2.04 3.76
H 2.478 -1.562 2.498 -0.01 -0.90 -0.28
H 4.566 1.917 3.246 0.51 -0.43 0.14
H 6.351 -10.757 -1.794 -0.12 -0.10 0.02
C 5.885 -10.706 -0.809 -1.45 -0.92 -0.24
O -6.117 -0.692 5.295 0.24 1.36 0.61
C -5.613 8.541 -3.150 0.57 -0.96 -1.23
H -6.758 6.905 -2.219 -0.27 0.04 -0.22
H -4.655 -1.982 5.900 -0.01 0.03 -0.01
C -4.373 5.369 -2.548 3.11 -1.15 0.40
H 2.022 -2.656 -0.012 -0.31 0.19 -0.23
C -3.160 -0.381 7.182 2.43 1.19 -0.64
C -1.262 2.090 -5.648 -0.86 -0.19 0.17
C 4.414 -10.240 -0.894 0.53 1.54 -3.07
O 2.009 1.918 -4.508 -2.42 0.69 -0.70
H -5.261 9.125 -2.300 -0.16 -0.49 0.19
H 4.416 -9.272 0.837 -0.57 0.80 0.54
H 4.345 -8.045 -0.491 0.57 -0.30 -0.12
C 4.781 3.855 2.398 -1.11 -0.48 -0.56
C -1.859 -0.501 -5.538 2.52 -0.03 0.31
H -2.209 -0.685 6.745 0.18 -1.01 0.22
H -2.419 -0.839 -6.410 0.05 0.25 0.15
O -4.986 0.864 6.451 -1.02 1.97 -0.29
O 0.321 0.620 -5.063 0.34 -3.75 -0.15
H 4.203 5.139 0.712 1.02 0.22 -0.07
O -3.320 4.858 -2.142 -3.53 0.78 -1.38
H -6.929 5.520 -4.220 -0.34 0.87 -0.06
H -2.773 0.530 7.640 -0.42 0.15 0.65
C 6.661 4.025 3.504 4.28 0.60 4.21
H -5.585 6.388 -5.017 0.23 0.09 0.14
C 1.555 -1.790 0.433 0.03 0.78 1.70
O 7.504 4.470 4.279 -1.45 -0.64 -1.87
O 5.648 -12.070 -0.349 0.37 -0.24 0.15
H -1.111 -1.249 -5.276 0.06 -0.75 -0.70
C 1.750 -1.302 1.744 0.44 0.07 -0.60
O -7.201 1.175 6.041 2.55 -1.81 -0.19
C -6.181 0.502 5.931 -2.98 2.03 0.28
H 5.561 2.025 1.727 -0.09 -0.77 0.15
H 3.319 3.817 0.836 -0.02 -0.91 -0.03
H -3.196 0.535 5.283 -0.62 0.70 -0.11
H 4.208 -10.210 -1.964 -0.12 0.73 -0.21
H -0.220 0.958 0.368 -0.13 -0.21 -0.02
```
Forces are in eV/Å.

4.
Computed, not measured: C24H36AuN9O3Se as an isolated structure in a non-equilibrium geometry, with ωB97M-V/def2-TZVPD.

Charge: +2
Spin multiplicity: 3
E_HOMO (spin up / spin down): -13.31 / -13.31 eV
Gap between HOMO and LUMO (spin up / spin down): 8.46 / 5.28 eV

```
74
Properties=species:S:1:pos:R:3:forces:R:3
H -3.215 -4.505 -1.507 -1.88 -1.13 2.56
H -2.503 0.877 2.163 0.09 -0.28 0.00
N -2.327 2.974 1.820 1.05 -1.19 0.26
H 0.014 -4.169 0.760 0.43 -0.66 0.28
H -1.752 -4.905 -2.349 -0.03 -0.29 0.01
H 3.465 -3.751 0.197 -0.07 -0.05 0.18
H 7.180 -2.429 -0.542 -0.23 0.24 -0.26
N -1.661 1.559 0.138 0.03 -0.80 -1.24
O 0.315 0.584 2.966 -1.80 -0.49 0.73
H 0.161 3.786 2.635 0.07 -0.26 0.12
H -0.403 3.163 -1.441 0.20 -0.22 0.18
C 7.222 0.995 -0.507 -1.14 1.20 0.06
N 3.626 0.131 0.058 -1.26 0.28 0.47
H -2.015 -3.477 2.125 -0.28 -0.70 0.69
H 5.222 -3.738 0.213 0.92 -0.17 0.56
C -1.724 -2.633 1.549 -0.06 -0.17 -0.28
C -2.976 -0.166 -0.870 -0.12 -0.29 -0.44
C 0.292 4.269 1.678 -0.60 0.98 -0.69
C -4.214 -0.492 -1.439 -1.26 0.63 -1.13
C 7.651 -0.304 -0.628 -0.08 -1.37 -0.37
Au -0.129 0.043 0.252 0.34 -0.05 -0.33
C -1.933 -2.330 -0.851 0.24 -1.53 -0.59
C 5.487 -1.087 -0.235 -1.98 -0.67 -0.56
N -1.922 -0.983 -0.645 -0.35 0.25 0.31
H 8.662 -0.482 -0.918 0.59 -0.15 0.02
H 1.334 4.288 1.343 -0.22 -0.37 0.31
O 2.395 0.983 3.176 2.04 0.09 1.71
H -2.524 -1.941 1.542 -0.62 0.91 0.44
C -3.789 2.195 -0.831 -1.48 0.38 -0.59
C 4.360 -3.337 -0.249 -1.16 -0.56 -2.55
H 7.840 1.873 -0.740 0.06 -0.71 0.33
C -2.837 1.194 -0.495 2.11 2.69 1.20
H -0.003 5.334 1.763 -0.02 -0.59 -0.03
H -2.169 4.424 3.389 0.39 0.03 0.41
Se 1.435 -1.871 -0.143 0.95 0.70 0.28
H -0.811 -2.238 1.956 0.44 0.40 0.22
H 0.437 4.577 -0.934 0.41 -0.23 0.10
H -2.009 -2.731 -4.077 0.09 -0.26 -0.97
H -1.419 -5.176 0.269 -0.04 -0.56 0.35
H 4.356 -3.594 -1.341 0.13 -0.39 0.95
H -2.704 1.903 3.610 0.05 -0.06 -0.06
C -2.093 -2.033 -3.282 -0.02 0.27 0.94
H -1.196 -1.400 -3.255 -0.33 -0.14 0.06
H -3.165 -4.334 -3.200 0.14 0.25 0.34
H -3.663 4.256 2.503 -0.56 0.52 0.32
C -0.802 -4.320 0.076 0.22 0.39 -1.80
C 3.228 -1.146 -0.045 0.39 -0.77 -0.10
H 3.052 0.768 0.639 0.02 0.11 -0.70
N 4.321 -1.914 -0.220 0.13 1.35 1.07
H -0.419 -4.369 -0.972 0.00 -0.14 1.07
N -2.180 -2.887 -2.078 0.68 2.70 1.35
C 6.791 -1.413 -0.515 0.97 0.91 0.52
C 0.245 3.539 -0.642 -0.88 0.66 -1.23
H -4.442 -1.528 -1.664 0.00 0.08 0.05
H -2.341 5.099 1.764 0.43 0.63 -0.74
H -4.047 1.864 2.383 1.57 -0.48 0.34
C 4.985 0.210 -0.116 2.15 0.07 0.41
H 1.142 2.949 -0.556 0.39 -0.10 0.02
H 5.528 2.318 -0.165 0.36 -0.93 0.13
C -2.911 1.792 2.546 -1.98 1.97 -0.43
C -4.917 1.876 -1.548 -0.41 -0.44 -0.15
O 1.469 1.329 1.318 -0.56 0.04 -1.64
C -2.592 4.300 2.410 -0.70 -1.71 -0.04
H -3.003 -1.428 -3.394 0.34 -0.14 -0.14
C -2.600 -4.235 -2.261 1.34 -0.27 -2.77
N -0.490 3.583 0.599 1.64 0.10 0.09
H -3.740 3.257 -0.570 0.75 -0.55 0.21
C 5.890 1.266 -0.194 -0.83 1.23 -0.37
H -5.682 2.637 -1.832 0.88 -0.69 0.27
C -5.134 0.497 -1.865 1.09 -1.51 1.27
C -1.442 2.721 0.826 -2.53 0.53 1.76
H -6.033 0.079 -2.315 0.05 0.63 -0.11
N -1.562 -3.097 0.199 -0.56 0.76 -1.60
N 1.390 0.950 2.567 -0.10 0.10 -1.01
```
Forces are in eV/Å.